1.
This record from the OMol25 dataset describes 7 unconnected molecules or ions with the total composition H14O7. The level of theory is ωB97M-V with the def2-TZVPD basis set.

Structure (XYZ):
```
21
Properties=species:S:1:pos:R:3:forces:R:3:nbo_charge:R:1
O 1.1586 -2.7438 0.2189 -0.396 0.062 -0.045 -0.98
O 0.8230 2.6622 -2.0012 -0.451 0.190 -0.108 -0.96
O 1.9981 1.1762 2.7414 -0.240 -0.120 0.121 -0.96
O -0.3771 0.2353 1.3533 -0.367 -0.216 0.004 -0.97
O -1.7665 -2.6240 0.4222 0.119 -0.102 -0.303 -0.94
O -1.4047 1.8304 -0.6048 -0.770 0.125 -0.388 -0.97
O 0.9835 -0.2734 -1.4026 -0.193 -0.195 0.034 -0.97
H 1.3810 -3.4269 0.8592 0.119 0.093 -0.033 0.48
H 1.3356 -1.0026 -0.8630 0.006 0.167 -0.063 0.51
H -2.2678 1.4265 -0.7632 0.070 0.150 0.012 0.47
H 0.2967 -2.4041 0.5170 0.175 0.006 0.164 0.50
H 1.7975 2.1149 2.6808 0.028 -0.055 -0.059 0.46
H -1.4584 -3.0642 -0.3817 -0.152 -0.039 0.116 0.47
H 0.3487 -0.6933 -1.9928 0.145 -0.070 0.011 0.46
H -0.9787 0.7003 1.9460 0.002 -0.046 -0.084 0.47
H 0.8515 2.3301 -2.9043 0.165 -0.028 0.085 0.47
H 0.4248 1.9417 -1.4912 0.624 -0.189 -0.062 0.49
H -0.6704 0.4880 0.4579 0.586 0.125 0.431 0.50
H -2.3575 -1.9305 0.1118 0.040 0.004 0.105 0.47
H -1.3307 2.5260 -1.2784 0.145 -0.048 0.224 0.51
H 1.2128 0.7314 2.3746 0.346 0.188 -0.161 0.49
```
Positions in Å, forces in eV/Å.

Values from the calculation:
Gap between HOMO and LUMO (eV): 10.3
SMILES: O.O.O.O.O.O.O
Lowest unoccupied orbital energy (eV): -0.187
Electronic energy (a.u.): -535.06588
HOMO (eV): -10.49
Charge: 0
Energy relative to the best compared isomer or geometry (same formula, charge and spin) (kcal/mol): 36.4

2.
This record from the OMol25 dataset describes a molecular structure, CH3N5O2 at a distorted geometry. The level of theory is ωB97M-V with the def2-TZVPD basis set.

Structure (XYZ):
```
11
Properties=species:S:1:pos:R:3:forces:R:3:nbo_charge:R:1
O -0.3437 -0.7151 1.7730 -0.650 -0.566 1.150 -0.60
O -0.1630 -2.2292 -0.8915 -5.621 0.705 3.466 -0.46
N 0.3052 -0.0296 -1.5899 0.557 1.837 1.562 -0.10
N 0.5007 1.1623 -1.0126 -0.544 -2.934 -4.053 0.00
N -0.1331 -0.8436 -0.5552 0.702 -3.204 -3.583 -0.03
N -0.0120 2.1256 0.9655 0.877 0.860 5.713 -0.62
N 0.1780 1.0434 0.1893 -0.699 -2.050 3.752 -0.11
C -0.1416 -0.3725 0.6521 1.185 4.177 -0.903 0.66
H -0.7738 1.5333 1.9621 3.494 2.414 -3.320 0.41
H 1.1340 2.5514 1.3994 -4.474 -2.015 -1.077 0.36
H -1.3277 -2.5015 -0.3060 5.173 0.776 -2.707 0.48
```
Positions in Å, forces in eV/Å.

Values from the calculation:
Gap between HOMO and LUMO (eV): 8.6
Lowest unoccupied orbital energy (eV): -0.570
Electronic energy (a.u.): -463.86632
HOMO (eV): -9.18
Charge: 0
Energy relative to the best compared isomer or geometry (same formula, charge and spin) (kcal/mol): 105.5

3.
This record from the OMol25 dataset describes a single C3H7NO2 molecule. The level of theory is ωB97M-V with the def2-TZVPD basis set.

Structure (XYZ):
```
13
Properties=species:S:1:pos:R:3:forces:R:3:nbo_charge:R:1
O 0.7657 0.3039 1.8413 -0.033 -0.173 -0.351 -0.66
O 0.7583 -0.1371 -0.3926 -0.222 0.013 0.094 -0.53
N -1.1822 -0.0516 0.7378 0.146 0.021 0.159 -0.63
C 0.1736 0.0640 0.8076 -0.083 0.050 0.225 0.89
C -2.0043 -0.0156 -0.4575 -0.072 0.014 -0.076 -0.41
C 2.1830 -0.0726 -0.4391 0.144 0.018 -0.047 -0.26
H -1.3697 -0.0147 -1.3438 -0.054 0.017 0.189 0.23
H -2.6229 0.8881 -0.4657 0.085 -0.085 -0.062 0.19
H -1.6118 0.1054 1.6381 -0.015 0.016 -0.235 0.40
H -2.6686 -0.8830 -0.5176 0.116 0.051 0.071 0.20
H 2.5765 0.3675 0.4817 -0.060 -0.071 -0.253 0.22
H 2.5759 -1.0865 -0.5739 -0.059 0.204 0.076 0.18
H 2.4263 0.5323 -1.3163 0.107 -0.075 0.210 0.19
```
Positions in Å, forces in eV/Å.

Values from the calculation:
Gap between HOMO and LUMO (eV): 10.6
SMILES: CNC(=O)OC
Lowest unoccupied orbital energy (eV): 0.920
Electronic energy (a.u.): -323.75794
HOMO (eV): -9.69
Charge: 0
Energy relative to the best compared isomer or geometry (same formula, charge and spin) (kcal/mol): 14.5

4.
This record from the OMol25 dataset describes a molecular structure, C52H38N4O5S2W at a distorted geometry. The level of theory is ωB97M-V with the def2-TZVPD basis set.

Structure (XYZ):
```
102
Properties=species:S:1:pos:R:3:forces:R:3:mulliken_spin:R:1
W -0.5922 -0.0346 -0.0719 -0.085 -2.009 -1.529 0.92
S -0.8888 -2.2503 -1.9837 -0.112 -0.129 0.280 0.01
S 0.1659 -3.1804 1.1321 0.602 0.383 -0.183 0.00
O -1.8048 -1.6462 -0.8538 0.209 0.052 -0.340 -0.01
O -1.2895 -1.9012 -3.3366 0.277 0.545 1.316 0.00
O -0.1502 -1.6711 1.3068 -0.151 -0.245 -0.117 -0.02
O 0.3600 -1.4328 -1.4685 -0.794 -0.037 -0.192 0.03
O -0.7445 -3.6904 -1.8351 0.302 1.196 0.599 0.00
N -2.3646 0.2964 0.9917 0.099 0.053 -0.172 -0.05
N 0.2456 0.7991 1.7044 -0.337 0.040 0.085 0.10
N 1.0739 0.9955 -0.8956 -0.278 -0.108 0.430 0.00
N -1.5659 0.9118 -1.6508 -0.083 -0.066 0.470 0.04
C -2.9302 -0.2960 7.3579 0.035 0.361 -0.509 0.00
C 4.2796 -2.7395 -0.7888 0.190 0.125 -0.025 0.00
C -2.0968 -1.2448 6.7975 -0.131 0.281 -0.471 0.00
C 0.8617 0.2335 -6.8838 0.309 0.304 -0.065 0.00
C -1.0242 1.1157 -2.9059 0.618 0.040 -0.643 0.01
C -1.5656 0.1567 3.3041 -0.254 0.300 -0.504 0.05
C -3.6200 0.2646 0.4192 -0.491 0.148 -0.514 0.07
C -1.6394 -1.0892 5.4862 -0.075 -0.026 0.324 0.02
C -5.8499 -0.3239 -2.2137 0.186 0.066 0.347 0.01
C 1.6374 1.3256 -7.3064 -0.456 -0.304 0.395 0.00
C -0.3189 0.6148 2.9824 -0.164 -0.280 -0.320 0.04
C 6.5655 2.5029 2.0355 -0.229 -0.067 0.062 0.01
C 1.8171 -3.1186 0.4002 -0.240 -0.049 0.164 0.00
C -2.8131 0.9938 5.3170 0.113 -0.226 -0.368 0.01
C -2.5735 0.0067 2.3254 -0.105 -0.304 0.299 0.06
C 2.6296 -2.0854 0.8487 0.160 -0.291 -0.512 0.00
C 4.5288 2.8806 0.7947 -0.033 -0.446 -0.011 0.02
C -3.9306 -0.2904 2.5557 0.177 0.206 0.062 0.07
C 1.7484 1.3922 3.3787 0.204 0.695 -0.103 -0.01
C 2.2026 -3.9582 -0.6397 0.210 -0.015 0.139 0.00
C 1.5431 1.2507 1.9608 0.200 -0.267 0.038 0.01
C -7.5994 1.5483 -1.1498 0.531 0.128 0.317 0.00
C 4.6447 1.0994 2.4064 -0.395 0.238 -0.360 0.02
C 3.9120 1.7786 1.4256 0.680 0.562 0.191 0.01
C 0.6199 -3.6042 2.8502 0.257 -0.599 -1.261 0.00
C 5.8463 3.2054 1.0719 0.263 0.257 0.246 -0.01
C 3.4539 -3.7786 -1.2306 -0.004 0.500 0.651 0.00
C 2.5437 1.3713 1.0423 -0.233 0.074 0.042 0.04
C -2.9565 0.9672 -1.8535 -0.213 -0.521 0.497 0.02
C 3.8531 -1.8934 0.2384 0.183 0.036 0.306 0.01
C 0.2997 1.0466 -3.2340 0.314 0.297 0.268 0.04
C -7.2014 -0.3959 -2.5014 0.059 0.295 -0.014 0.00
C -3.2308 1.2753 -3.2416 0.123 0.214 0.714 0.01
C -4.5940 -0.0980 1.3633 0.220 -0.021 -0.355 0.05
C 1.9857 2.3140 -6.3865 -0.130 -0.065 -0.207 0.00
C -6.2336 1.6056 -0.8449 -0.091 -0.028 0.152 0.01
C 2.3188 1.1308 -0.3208 0.824 -0.001 0.042 0.05
C -5.3446 0.6513 -1.3456 -0.375 -0.071 0.030 0.01
C -2.0569 1.3712 -3.8727 0.019 -0.227 -0.091 0.00
C -8.0787 0.5361 -1.9549 -0.033 -0.230 -0.313 0.00
C -3.2842 0.8280 6.6082 0.063 -0.117 0.046 0.00
C 5.9389 1.4760 2.7280 0.154 -0.052 -0.118 -0.01
C -1.9916 0.0217 4.7214 -0.056 -0.132 0.579 0.01
C 0.7432 1.1643 -4.6504 0.212 0.213 -0.151 0.01
C 3.3389 1.0766 -1.2843 -0.984 0.018 -1.237 0.03
C -3.9061 0.6180 -0.9236 0.156 0.484 -0.520 0.06
C 5.6212 -2.4522 -1.4069 0.074 -0.167 -0.168 0.00
C 0.6245 0.9841 3.9799 0.093 0.000 0.825 0.00
C 1.3157 0.9735 -2.2510 -0.350 -0.009 -0.668 0.12
C 1.5457 2.2363 -5.0741 -0.160 -0.172 0.022 0.01
C 0.4178 0.1609 -5.5584 0.448 0.134 -0.454 0.02
C 2.6832 0.9856 -2.5188 0.558 0.005 1.044 0.07
H 4.0019 3.4530 0.0376 -0.105 -0.131 0.143 0.00
H -0.3013 -3.7517 3.3867 -0.273 -0.004 0.281 0.00
H 0.6400 -0.5783 -7.5823 -0.027 0.321 0.252 0.00
H -4.3614 -0.5546 3.5050 0.038 -0.005 0.093 0.00
H 7.5969 2.7538 2.2556 -0.096 0.058 -0.016 0.00
H 5.5089 -1.7983 -2.2696 -0.085 0.141 -0.104 0.00
H 4.4054 1.1275 -1.1538 -0.039 0.033 0.263 0.00
H 6.1320 -3.3467 -1.7704 -0.097 -0.027 0.140 0.00
H 1.8453 3.0099 -4.3755 -0.142 -0.071 0.052 0.00
H -3.9499 1.5763 7.0140 0.005 0.030 0.140 0.00
H -0.1223 -0.6970 -5.1970 -0.265 -0.184 0.010 0.00
H -5.1675 -1.0491 -2.6254 0.138 -0.183 -0.077 0.00
H 6.4645 0.9464 3.5085 0.094 -0.081 0.029 0.00
H 1.2061 -2.7842 3.2208 0.239 0.330 0.312 0.00
H -3.1068 1.8649 4.7329 0.064 -0.160 0.115 0.00
H 1.5511 -4.7383 -0.9971 -0.225 -0.021 -0.023 0.00
H -5.8607 2.3793 -0.1761 -0.051 -0.116 -0.112 0.00
H -5.6453 -0.1872 1.1269 0.147 -0.050 0.202 0.00
H 6.3252 4.0482 0.5754 -0.181 -0.195 -0.022 0.00
H 1.2144 -4.5371 2.7959 -0.367 0.486 0.106 0.00
H 4.4977 -1.0777 0.5987 -0.265 -0.419 -0.315 0.00
H 3.1324 0.9597 -3.4887 0.069 -0.052 -0.229 0.00
H -1.0096 -1.8731 5.0892 0.069 0.069 -0.289 0.00
H -3.3060 -0.4279 8.3527 -0.145 -0.006 0.352 0.00
H -1.8405 -2.1271 7.3538 0.164 -0.225 0.143 0.00
H 2.5937 3.1579 -6.7051 -0.101 -0.132 0.073 0.00
H -1.8709 1.5335 -4.9196 0.001 0.135 -0.016 0.00
H -8.2843 2.2758 -0.7239 0.138 -0.034 -0.078 0.00
H -7.5582 -1.1667 -3.1681 -0.093 -0.075 0.000 0.00
H -4.2171 1.4221 -3.6196 -0.338 0.003 -0.235 0.01
H 2.2890 -1.4015 1.6025 -0.121 0.175 0.304 0.00
H 6.2689 -1.9390 -0.6960 0.021 -0.063 -0.017 0.00
H 3.8026 -4.4386 -2.0148 -0.133 0.015 -0.039 0.00
H 2.6282 1.8647 3.8067 -0.268 -0.336 -0.013 0.00
H 1.9463 1.4286 -8.3405 0.044 -0.168 0.072 0.00
H -9.1329 0.4738 -2.1805 -0.104 0.004 0.000 0.00
H 0.3950 0.9335 5.0359 0.121 0.127 -0.105 0.01
H 4.1632 0.2735 2.9082 0.088 -0.158 0.123 0.01
```
Positions in Å, forces in eV/Å.

Values from the calculation:
2S+1: 3
Gap between HOMO and LUMO (alpha / beta) (eV): 4.7 / 5.8
Lowest unoccupied orbital energy (alpha / beta) (eV): -0.776 / -1.275
Electronic energy (a.u.): -3463.15380
HOMO (alpha / beta) (eV): -5.43 / -7.06
Charge: 0
Energy relative to the best compared isomer or geometry (same formula, charge and spin) (kcal/mol): 0.0